# 1
{"formula": "C10H22O5P2SYb", "method": "ωB97M-V/def2-TZVPD", "total_charge": 2, "e_homo_ev": -15.3, "homo_lumo_gap_ha": 0.2584, "species": ["C", "C", "C", "C", "C", "C", "O", "C", "C", "C", "O", "O", "C", "O", "P", "S", "P", "O", "H", "H", "H", "H", "H", "H", "H", "H", "H", "H", "H", "H", "H", "H", "H", "H", "H", "H", "H", "H", "H", "H", "Yb"], "coordinates": [[-1.335, -3.401, -0.198], [-1.190, -2.636, -1.511], [-0.205, -1.464, -1.426], [-0.861, -0.167, -0.894], [-1.023, 0.899, -1.974], [-0.202, 0.320, 0.397], [1.145, 0.200, 0.538], [2.017, 0.701, -0.482], [3.312, 1.285, 0.129], [4.503, 0.828, -0.697], [3.387, 0.872, 1.475], [-0.694, -0.485, 1.546], [-1.697, -0.093, 2.362], [-1.514, 0.583, 3.406], [-3.508, -0.389, 1.975], [-4.319, 1.299, 1.424], [-0.599, 2.099, 0.789], [-0.032, 2.480, 2.161], [-1.781, -4.378, -0.347], [-1.954, -2.861, 0.520], [-0.356, -3.523, 0.267], [-2.160, -2.260, -1.845], [-0.834, -3.325, -2.273], [0.637, -1.752, -0.804], [0.140, -1.252, -2.437], [-1.883, -0.438, -0.604], [-0.087, 1.173, -2.458], [-1.556, 1.790, -1.633], [-1.651, 0.475, -2.757], [1.545, 1.465, -1.100], [2.271, -0.125, -1.146], [3.261, 2.376, 0.057], [5.353, 1.488, -0.551], [4.768, -0.192, -0.431], [4.259, 0.861, -1.759], [4.034, 1.415, 1.919], [-3.565, -1.425, 1.042], [-3.995, -0.889, 3.185], [-2.001, 2.271, 0.769], [-0.097, 3.010, -0.136], [-1.532, 3.160, 3.504]], "lowdin_charge": [-0.0845, -0.2272, -0.1419, -0.3029, -0.0486, -0.5088, -0.0504, -0.1072, -0.4036, -0.0276, -0.0037, 0.0398, -0.5807, -0.0842, 0.4976, 0.2129, 0.8988, -0.5491, 0.0837, 0.0311, 0.0858, 0.1130, 0.1172, 0.1189, 0.1248, 0.1226, 0.0909, 0.0655, 0.1094, 0.1140, 0.1332, 0.1412, 0.0895, 0.1002, 0.0896, 0.1033, -0.0049, 0.0165, -0.0448, 0.0670, 1.6036]}

# 2
{"formula": "C10H23BO10S2", "method": "ωB97M-V/def2-TZVPD", "e_homo_ev": -10.2, "smiles": "O=S1(=O)OCCO1.O=S1(=O)OCCO1.OCCBCCCCO", "homo_lumo_gap_ha": 0.3883, "species": ["O", "S", "O", "O", "C", "C", "O", "H", "H", "H", "H", "O", "S", "O", "O", "C", "C", "O", "H", "H", "H", "H", "O", "C", "C", "B", "C", "C", "C", "C", "O", "H", "H", "H", "H", "H", "H", "H", "H", "H", "H", "H", "H", "H", "H", "H"], "coordinates": [[-4.291, 2.982, 0.951], [-4.895, 2.374, -0.176], [-4.116, 1.962, -1.284], [-6.099, 3.302, -0.659], [-7.331, 2.566, -0.694], [-7.164, 1.538, 0.409], [-5.792, 1.134, 0.279], [-7.443, 2.100, -1.673], [-8.145, 3.260, -0.509], [-7.788, 0.660, 0.272], [-7.324, 1.968, 1.398], [7.946, 0.741, -2.669], [7.717, -0.502, -2.031], [7.866, -1.720, -2.735], [6.283, -0.441, -1.330], [6.389, -0.721, 0.073], [7.769, -0.213, 0.438], [8.572, -0.600, -0.688], [6.301, -1.797, 0.232], [5.590, -0.200, 0.594], [8.177, -0.686, 1.326], [7.791, 0.873, 0.543], [2.938, -0.815, 1.717], [2.736, -0.720, 0.305], [1.365, -0.151, -0.081], [0.371, 0.366, 1.008], [-1.014, 0.946, 0.572], [-2.146, -0.068, 0.841], [-2.278, -1.137, -0.253], [-2.524, -2.531, 0.284], [-2.364, -3.562, -0.688], [3.155, -1.717, 1.938], [2.867, -1.703, -0.155], [3.525, -0.084, -0.106], [1.495, 0.702, -0.760], [0.822, -0.890, -0.682], [0.630, 0.310, 2.170], [-1.032, 1.213, -0.490], [-1.229, 1.857, 1.138], [-3.080, 0.488, 0.900], [-2.013, -0.548, 1.816], [-1.368, -1.166, -0.860], [-3.098, -0.858, -0.920], [-1.825, -2.745, 1.098], [-3.537, -2.603, 0.697], [-2.409, -3.164, -1.558]], "lowdin_charge": [-0.2110, 0.5717, -0.2124, -0.1865, -0.1525, -0.1531, -0.1966, 0.1349, 0.1354, 0.1358, 0.1352, -0.2145, 0.5878, -0.2143, -0.1927, -0.1635, -0.1531, -0.1896, 0.1376, 0.1171, 0.1354, 0.1356, -0.0852, -0.2697, -0.1224, -0.1219, -0.1675, -0.2019, -0.1888, -0.2705, -0.0693, 0.0766, 0.1183, 0.0924, 0.1167, 0.1026, 0.0828, 0.1052, 0.1030, 0.0742, 0.1123, 0.1036, 0.1155, 0.1165, 0.1187, 0.0720]}

For the records above, the corresponding max |F| values read 0.052, 0.006 Eh/bohr.